[1]
Computed, not measured: a 2-piece molecular cluster, C5H14NO overall at a distorted geometry, with ωB97M-V/def2-TZVPD.

Last column: natural (NBO) charge in e.
Geometry (Å):
O -0.58 -4.99 0.57  -0.3237
N 1.54 1.67 -0.60  -0.4190
C -0.91 0.55 1.17  -0.4341
C 2.03 2.70 -1.09  0.1339
C 0.18 1.01 -1.16  -0.2213
C -0.34 -0.86 1.09  -0.6093
C -1.08 1.13 -0.29  -0.4134
H 2.91 3.08 -0.50  0.2620
H 0.86 -0.95 1.13  0.2562
H -0.18 1.19 1.77  0.2298
H -1.81 0.50 -0.86  0.2515
H -0.62 -1.53 0.29  0.2095
H 1.60 1.32 0.36  0.4437
H -1.34 -4.68 -0.01  0.5182
H 0.11 1.35 -2.24  0.2485
H -0.49 -1.49 2.10  0.3105
H -1.30 2.21 -0.35  0.2456
H 0.30 -0.06 -1.18  0.2193
H -0.35 -5.90 0.15  0.5398
H 1.43 3.18 -1.91  0.2551
H -1.97 0.57 1.54  0.2973

Computed properties:
2S+1 = 2
HOMO (spin up / spin down) = -18.94 / -17.94 eV
Total charge = +2
Frontier orbital gap (spin up / spin down) = 0.4239 / 0.1135 Eh
Largest force on an atom = 6.24 eV/Å
LUMO level (spin up / spin down) = -7.4 / -14.9 eV
Relative energy (zero: lowest compared OMol25 entry of this formula, charge and spin) = 95.0 kcal/mol
Calculated total energy = -328.03610 hartree

---

[2]
Computed, not measured: a 2-piece molecular cluster, C5H14NO2 overall at a distorted geometry, with ωB97M-V/def2-TZVPD.

Last column: natural (NBO) charge in e.
Geometry (Å):
O 1.11 -0.06 2.89  -0.9470
O 1.61 -1.93 -1.32  -0.9634
N -0.22 0.18 0.21  -0.4660
C 1.77 0.10 1.74  -0.0095
C -0.66 0.65 -1.10  -0.2144
C -1.54 -0.42 -1.79  -0.6187
C -1.30 0.32 1.18  -0.4500
C 0.99 0.89 0.68  -0.2467
H -1.18 1.61 -1.02  0.1475
H -0.91 -1.04 -2.41  0.1914
H 2.75 0.62 1.78  0.0656
H 1.29 -1.49 -0.51  0.4965
H 1.56 1.12 -0.22  0.1638
H -0.86 0.47 2.16  0.2778
H 0.21 0.75 -1.73  0.1938
H 0.67 1.88 1.05  0.1464
H 0.78 -2.32 -1.62  0.4514
H -1.97 1.18 0.97  0.1371
H -1.98 -1.07 -1.02  0.2133
H -2.32 -0.01 -2.44  0.1912
H -1.90 -0.59 1.27  0.1757
H 2.08 -0.84 1.24  0.0641

Computed properties:
HOMO = -2.51 eV
Total charge = -1
Frontier orbital gap = 0.2259 Eh
Largest force on an atom = 1.22 eV/Å
LUMO level = 3.6 eV
Relative energy (zero: lowest compared OMol25 entry of this formula, charge and spin) = 28.5 kcal/mol
Calculated total energy = -404.10919 hartree

---

[3]
Computed, not measured: a 2-piece molecular cluster, C5H14NO2 overall at a distorted geometry, with ωB97M-V/def2-TZVPD.

Last column: natural (NBO) charge in e.
Geometry (Å):
O -0.11 3.56 -0.39  -0.9482
O -1.72 -1.91 1.29  -0.9439
N 0.15 -0.77 -0.80  -0.4591
C 0.50 0.32 1.43  -0.6595
C -0.45 0.02 0.28  -0.0786
C 0.59 -2.14 -0.56  -0.4480
C -1.76 -0.62 0.92  0.0106
C 1.15 -0.01 -1.54  -0.4065
H 1.65 -0.70 -2.24  0.1851
H 1.82 0.56 -0.90  0.1606
H 0.44 -0.49 2.17  0.2301
H 1.54 0.47 1.16  0.1818
H -0.33 2.76 0.11  0.4846
H 0.64 0.77 -2.16  0.1772
H 0.21 1.24 1.98  0.1868
H -2.56 -0.39 0.15  0.0621
H -0.86 0.90 -0.24  0.1481
H -1.98 0.08 1.77  0.0655
H 0.45 -2.69 -1.51  0.1665
H -0.11 -2.54 0.18  0.2881
H -0.92 3.76 -0.86  0.4613
H 1.66 -2.19 -0.25  0.1354

Computed properties:
HOMO = -2.60 eV
Total charge = -1
Frontier orbital gap = 0.2240 Eh
Largest force on an atom = 1.42 eV/Å
LUMO level = 3.5 eV
Relative energy (zero: lowest compared OMol25 entry of this formula, charge and spin) = 34.6 kcal/mol
Calculated total energy = -404.09949 hartree

---

[4]
Computed, not measured: a 2-piece molecular cluster, C5H14NO2 overall at a distorted geometry, with ωB97M-V/def2-TZVPD.

Last column: natural (NBO) charge in e.
Geometry (Å):
O -0.83 3.65 -0.38  -1.0040
O 2.34 -0.42 1.63  -0.1979
N -0.04 0.57 0.36  -0.5329
C 0.91 -0.36 -0.34  -0.0662
C -1.32 -1.31 -0.51  -0.4350
C -1.44 -0.01 0.31  -0.2484
C 1.68 -1.21 0.71  -0.1494
C 0.02 -1.20 -1.25  -0.4297
H 0.19 0.75 1.34  0.4405
H 1.68 0.22 -0.83  0.2704
H 1.10 -1.97 1.29  0.3075
H 0.41 -2.15 -1.60  0.2779
H -1.84 -0.08 1.32  0.2519
H -1.40 -2.22 0.08  0.2419
H -0.10 -0.56 -2.12  0.2616
H 2.46 -1.80 0.14  0.3898
H 2.62 -0.93 2.43  0.5557
H -0.45 3.98 -1.20  0.5030
H -2.18 0.62 -0.15  0.2685
H -2.14 -1.31 -1.21  0.2759
H -0.08 1.55 0.05  0.5046
H -1.58 4.18 -0.06  0.5143

Computed properties:
2S+1 = 2
HOMO (spin up / spin down) = -18.24 / -18.24 eV
Total charge = +2
Frontier orbital gap (spin up / spin down) = 0.3896 / 0.1354 Eh
Largest force on an atom = 1.74 eV/Å
LUMO level (spin up / spin down) = -7.6 / -14.6 eV
Relative energy (zero: lowest compared OMol25 entry of this formula, charge and spin) = 12.0 kcal/mol
Calculated total energy = -403.37137 hartree

---

[5]
Computed, not measured: a 3-piece molecular cluster, C5H14NO4 overall at a distorted geometry, with ωB97M-V/def2-TZVPD.

Last column: natural (NBO) charge in e.
Geometry (Å):
O 0.57 2.77 -0.81  -0.7772
O 2.62 0.95 -0.65  -0.9756
O -0.04 -1.81 -1.60  -0.8461
O -2.47 -2.79 -1.13  -1.0086
N 1.32 -0.67 1.61  -0.8903
C -0.99 -0.14 0.72  -0.4439
C 0.31 -0.83 0.55  -0.1198
C 0.68 -1.58 -0.54  0.1805
C -0.86 1.40 0.66  -0.4197
C -0.56 1.91 -0.76  -0.0708
H -1.50 -0.40 1.66  0.1739
H 1.40 2.26 -0.67  0.4950
H 1.69 -2.00 -0.56  0.1046
H -1.39 2.50 -1.14  0.1590
H -2.36 -2.89 -0.17  0.4440
H -0.43 1.06 -1.45  0.1799
H 1.46 -1.53 2.13  0.3546
H -1.65 -0.44 -0.09  0.2371
H -1.58 -2.37 -1.35  0.5088
H -0.05 1.77 1.31  0.1879
H 1.06 0.06 2.26  0.3509
H 2.46 0.51 0.20  0.5026
H 2.08 0.39 -1.22  0.4907
H -1.78 1.86 1.02  0.1827

Computed properties:
HOMO = -2.94 eV
Total charge = -1
Frontier orbital gap = 0.2465 Eh
Largest force on an atom = 1.35 eV/Å
LUMO level = 3.8 eV
Relative energy (zero: lowest compared OMol25 entry of this formula, charge and spin) = 42.0 kcal/mol
Calculated total energy = -554.66112 hartree

---

[6]
Computed, not measured: a 2-piece molecular cluster, C5H14NS overall at a distorted geometry, with ωB97M-V/def2-TZVPD.

Last column: natural (NBO) charge in e.
Geometry (Å):
S -1.07 0.62 0.62  -0.7217
N 2.81 0.23 1.85  -0.6406
C 1.70 0.86 2.63  -0.4245
C -1.40 0.90 -1.15  -0.5192
C -2.42 -0.09 -1.80  -0.4047
C -2.07 -1.57 -1.68  -0.6232
C 2.32 -0.41 0.63  -0.4179
H 1.84 0.39 -0.01  0.1867
H 3.46 0.96 1.58  0.3284
H 2.05 1.38 3.54  0.1645
H -0.43 0.83 -1.65  0.1642
H -3.40 0.09 -1.27  0.1867
H 1.10 0.05 2.92  0.1933
H -1.79 -1.75 -0.64  0.2414
H -1.24 -1.84 -2.31  0.1819
H 1.59 -1.21 0.79  0.2119
H 1.07 1.50 2.05  0.2161
H 3.17 -0.79 0.06  0.1660
H -2.94 -2.25 -1.94  0.1756
H -1.78 1.93 -1.37  0.1707
H -2.57 0.17 -2.86  0.1643

Computed properties:
HOMO = -2.35 eV
Total charge = -1
Frontier orbital gap = 0.2363 Eh
Largest force on an atom = 1.91 eV/Å
LUMO level = 4.1 eV
Relative energy (zero: lowest compared OMol25 entry of this formula, charge and spin) = 20.5 kcal/mol
Calculated total energy = -651.84138 hartree

---

[7]
Computed, not measured: an isolated ion of composition C5H14NS2 and charge +1 at a distorted geometry, with ωB97M-V/def2-TZVPD.

Last column: natural (NBO) charge in e.
Geometry (Å):
S -0.18 -0.78 -0.09  0.0366
S 1.52 -0.76 1.01  0.1471
N -1.94 0.12 -2.35  -0.6903
C -0.82 1.15 -2.05  -0.0357
C 0.20 1.15 -3.19  -0.6431
C -0.31 0.07 2.99  -0.6293
C 0.91 -0.81 2.75  -0.5253
C -0.39 0.94 -0.63  -0.5962
H 0.62 -1.84 2.93  0.2235
H -1.42 -0.76 -2.39  0.4452
H -1.31 2.11 -2.09  0.2286
H 0.57 1.45 -0.53  0.2735
H -0.49 0.08 4.08  0.2361
H -0.22 1.09 2.63  0.2092
H -1.21 -0.41 2.61  0.2160
H 1.73 -0.61 3.44  0.2485
H 1.14 0.71 -2.81  0.2461
H -1.03 1.49 0.06  0.2336
H -2.59 0.11 -1.57  0.4483
H -2.38 0.17 -3.27  0.4488
H -0.10 0.40 -3.92  0.2188
H 0.42 2.16 -3.52  0.2600

Computed properties:
HOMO = -12.29 eV
Total charge = +1
Frontier orbital gap = 0.3211 Eh
Largest force on an atom = 2.12 eV/Å
LUMO level = -3.5 eV
Structure (SMILES) = CCSSC[C@@H](C)[NH3+]
Relative energy (zero: lowest compared OMol25 entry of this formula, charge and spin) = 18.8 kcal/mol
Calculated total energy = -1049.78177 hartree

---

[8]
Computed, not measured: a 2-piece molecular cluster, C5H14NS2 overall at a distorted geometry, with ωB97M-V/def2-TZVPD.

Last column: natural (NBO) charge in e.
Geometry (Å):
S 0.76 -0.12 3.05  -0.1338
S 2.03 0.05 1.45  0.0187
N -0.96 -0.22 -0.28  -0.2205
C -2.14 -0.10 0.15  0.0911
C -0.08 0.96 -0.74  -0.2321
C 0.30 0.97 -2.25  -0.5969
C 2.71 1.78 1.73  -0.6921
C -0.46 -1.59 -0.57  -0.4179
H -2.61 0.92 0.19  0.2275
H 0.34 -1.57 -1.36  0.2427
H 0.11 -1.75 0.39  0.2539
H 0.34 -0.02 -2.39  0.2026
H -1.25 -2.18 -0.76  0.2243
H 3.79 1.71 1.93  0.2451
H -0.65 1.91 -0.39  0.2173
H 1.27 1.40 -2.27  0.2375
H 1.75 -0.39 3.91  0.1587
H 0.84 0.95 -0.16  0.2522
H -0.48 1.56 -2.72  0.2364
H 2.44 2.36 0.80  0.2165
H 2.20 2.11 2.57  0.2328
H -2.88 -0.90 0.31  0.2360

Computed properties:
HOMO = -12.36 eV
Total charge = +1
Frontier orbital gap = 0.2926 Eh
Largest force on an atom = 5.44 eV/Å
LUMO level = -4.4 eV
Relative energy (zero: lowest compared OMol25 entry of this formula, charge and spin) = 64.6 kcal/mol
Calculated total energy = -1049.70881 hartree

---

[9]
Computed, not measured: a 2-piece molecular cluster, C5H14O overall at a distorted geometry, with ωB97M-V/def2-TZVPD.

Last column: natural (NBO) charge in e.
Geometry (Å):
O 0.03 2.36 -0.45  -0.7226
C -1.64 -2.77 1.04  -0.6335
C 0.07 -0.03 -0.61  -0.6402
C -1.15 -1.83 2.08  -0.6299
C 0.90 1.22 -0.47  0.0877
C 1.89 1.37 -1.66  -0.6469
H -0.94 0.18 -0.22  0.2250
H -0.06 -1.93 2.24  0.2031
H 0.58 3.11 -0.63  0.4622
H 1.53 1.97 -2.48  0.2198
H 2.84 1.76 -1.32  0.2091
H -1.52 -2.08 3.08  0.2147
H -0.22 -0.26 -1.65  0.2064
H 1.37 1.23 0.53  0.1635
H -2.21 -2.16 0.31  0.2066
H -2.33 -3.58 1.31  0.2123
H -0.94 -3.40 0.47  0.2085
H 0.43 -0.97 -0.23  0.2213
H -1.23 -0.78 1.79  0.2180
H 2.08 0.38 -2.09  0.2149

Computed properties:
HOMO = -10.21 eV
Frontier orbital gap = 0.4125 Eh
Largest force on an atom = 2.75 eV/Å
LUMO level = 1.0 eV
Structure (SMILES) = CC(C)O.CC
Relative energy (zero: lowest compared OMol25 entry of this formula, charge and spin) = 26.6 kcal/mol
Calculated total energy = -274.09971 hartree

---

[10]
Computed, not measured: a 2-piece molecular cluster, C5H14O overall at a distorted geometry, with ωB97M-V/def2-TZVPD.

Last column: natural (NBO) charge in e.
Geometry (Å):
O -0.34 2.65 -1.35  -0.7275
C 0.38 1.56 0.69  -0.6478
C 0.24 1.44 -0.83  0.0956
C -0.67 -1.62 0.94  -0.6137
C -1.46 -2.96 0.93  -0.6047
C 1.56 1.13 -1.51  -0.6338
H -0.49 0.68 -1.08  0.1693
H 0.38 -1.88 0.86  0.2022
H 0.34 3.20 -1.74  0.4632
H -2.40 -2.86 1.46  0.2013
H -0.87 -3.71 1.47  0.1996
H -0.94 -1.07 0.05  0.2030
H -0.25 2.38 1.05  0.2271
H 1.38 1.75 1.07  0.2027
H 2.03 0.26 -1.04  0.2181
H -0.03 0.69 1.20  0.2191
H -0.84 -1.13 1.89  0.2074
H -1.66 -3.35 -0.07  0.2034
H 2.28 1.95 -1.42  0.2017
H 1.36 0.91 -2.56  0.2137

Computed properties:
HOMO = -10.18 eV
Frontier orbital gap = 0.4108 Eh
Largest force on an atom = 1.84 eV/Å
LUMO level = 1.0 eV
Structure (SMILES) = CC(C)O.CC
Relative energy (zero: lowest compared OMol25 entry of this formula, charge and spin) = 16.5 kcal/mol
Calculated total energy = -274.11575 hartree